[1]
Here is 9 unconnected molecules or ions with the total composition C39H50F4O15 in a non-equilibrium geometry from OMol25. Energies are from ωB97M-V/def2-TZVPD.

**F_max**: 0.08184 Eh/bohr
**Orbital gap**: 9.343 eV
**HOMO level**: -9.04 eV
**SMILES**: COC(=O)OC.COC(=O)OC.COC(=O)OC.COC(=O)OC.COC(=O)OC.Fc1ccccc1.Fc1ccccc1.Fc1ccccc1.Fc1ccccc1
**E_tot**: -82833.315 eV

Each line ends with the Mulliken charge.
CARTESIAN COORDINATES (ANGSTROEM)
C: 15.46 21.41 8.24  -0.596
O: 14.28 22.18 8.34  -0.228
C: 13.94 22.97 9.36  0.828
O: 14.51 23.11 10.40  -0.651
O: 12.77 23.57 9.11  -0.260
C: 12.49 24.67 10.05  -0.775
H: 16.11 21.52 9.16  0.298
H: 16.06 21.73 7.39  0.282
H: 15.20 20.38 8.19  0.112
H: 13.32 25.40 10.12  0.295
H: 12.27 24.27 10.99  0.343
H: 11.57 25.04 9.54  0.250
C: 12.48 20.36 6.12  -0.887
O: 12.74 20.07 7.51  -0.041
C: 11.73 20.45 8.40  0.493
O: 10.71 21.01 8.09  -0.600
O: 12.30 20.16 9.62  0.218
C: 11.52 20.64 10.71  -0.438
H: 11.39 20.25 5.88  0.307
H: 13.19 19.79 5.53  0.264
H: 12.76 21.39 5.96  0.305
H: 11.39 21.75 10.63  0.187
H: 12.13 20.35 11.55  -0.106
H: 10.56 20.12 10.76  0.318
C: 14.64 15.28 17.90  -0.291
O: 14.63 14.29 18.87  -0.350
C: 15.70 13.46 18.93  0.760
O: 16.69 13.48 18.31  -0.492
O: 15.47 12.52 19.85  -0.364
C: 14.24 12.00 20.26  -0.225
H: 14.57 14.84 16.91  -0.194
H: 15.56 15.81 17.91  0.486
H: 13.80 15.96 18.11  0.289
H: 13.71 12.77 20.84  0.283
H: 14.53 11.12 20.87  0.202
H: 13.60 11.78 19.41  -0.041
C: 14.81 13.32 11.96  -0.224
O: 15.08 13.47 10.58  -0.331
C: 14.23 14.00 9.78  0.752
O: 14.25 13.96 8.59  -0.593
O: 13.28 14.62 10.58  -0.331
C: 12.45 15.60 9.77  -0.752
H: 14.71 14.30 12.43  -0.105
H: 15.72 12.84 12.36  0.299
H: 13.90 12.74 12.12  0.413
H: 12.13 16.41 10.38  0.180
H: 11.69 15.14 9.27  0.487
H: 13.08 16.06 8.99  0.224
C: 15.49 20.91 12.74  -0.668
O: 14.45 19.98 12.50  0.076
C: 14.19 19.06 13.48  0.712
O: 14.84 18.98 14.44  -0.630
O: 13.34 18.15 13.06  -0.117
C: 13.04 17.17 14.06  -0.735
H: 15.49 21.38 13.67  0.400
H: 15.40 21.64 11.95  0.080
H: 16.46 20.57 12.45  0.272
H: 12.11 17.45 14.56  0.344
H: 13.85 17.14 14.77  0.290
H: 13.00 16.22 13.62  0.190
F: 8.14 11.22 16.05  -0.321
C: 8.28 11.72 17.29  0.413
C: 9.06 12.84 17.48  -0.304
C: 9.18 13.44 18.74  -0.552
C: 8.42 12.86 19.77  -0.321
C: 7.64 11.70 19.57  -0.500
C: 7.57 11.12 18.34  -0.445
H: 9.46 13.21 16.56  0.478
H: 9.82 14.27 19.01  0.403
H: 8.42 13.36 20.74  0.340
H: 7.21 11.29 20.46  0.372
H: 6.90 10.32 18.21  0.435
F: 15.23 17.66 7.59  -0.368
C: 15.81 17.22 8.81  -0.081
C: 16.80 16.24 8.67  -0.651
C: 17.43 15.83 9.82  -0.581
C: 16.96 16.18 11.08  -0.526
C: 15.87 17.07 11.21  -0.549
C: 15.32 17.64 10.06  -0.591
H: 17.01 15.82 7.74  0.542
H: 18.19 15.17 9.71  0.491
H: 17.44 15.84 11.99  0.294
H: 15.50 17.23 12.14  0.784
H: 14.59 18.39 10.18  1.179
F: 15.55 10.73 14.35  -0.355
C: 14.72 10.98 15.39  0.313
C: 14.03 12.20 15.47  0.207
C: 13.04 12.29 16.43  -0.437
C: 12.70 11.10 17.19  -1.153
C: 13.46 9.97 17.14  -0.102
C: 14.53 9.91 16.24  -0.737
H: 14.23 12.98 14.77  0.414
H: 12.52 13.21 16.52  0.541
H: 11.83 11.15 17.88  0.469
H: 13.26 9.03 17.68  0.370
H: 15.21 9.09 16.09  0.472
F: 15.53 14.68 14.96  -0.319
C: 16.90 14.85 14.95  0.580
C: 17.43 16.14 14.96  -0.599
C: 18.82 16.22 14.87  -0.405
C: 19.65 15.07 14.76  -0.774
C: 19.06 13.80 14.91  -0.536
C: 17.66 13.71 14.94  0.079
H: 16.86 17.06 15.06  0.420
H: 19.29 17.21 14.85  0.394
H: 20.73 15.13 14.60  0.386
H: 19.74 12.92 14.90  0.349
H: 17.17 12.75 15.02  0.271

=====

[2]
Here is a molecular structure, C39H50GaN4O5PSSi3 in a non-equilibrium geometry from OMol25. Energies are from ωB97M-V/def2-TZVPD.

**F_max**: 0.05960 Eh/bohr
**Orbital gap**: 7.836 eV
**HOMO level**: -7.32 eV
**E_tot**: -153588.343 eV

Each line ends with the Mulliken charge.
CARTESIAN COORDINATES (ANGSTROEM)
Ga: 1.07 -0.08 -0.78  -2.309
O: -0.34 -1.26 -0.28  -0.719
C: -0.85 -0.59 0.74  1.305
O: -0.15 0.32 1.22  -0.199
C: -2.17 -0.97 1.22  -0.421
C: -2.90 -1.82 0.42  -0.552
C: -4.07 -2.35 0.94  -0.945
C: -4.57 -1.88 2.16  -0.831
C: -3.85 -0.93 2.89  0.066
C: -2.68 -0.45 2.41  0.108
P: -1.92 0.92 3.46  0.159
C: -2.45 0.52 5.16  0.171
C: -2.03 -0.71 5.71  -0.394
C: -2.65 -1.10 6.91  -0.503
C: -3.43 -0.12 7.61  -0.320
C: -3.53 1.19 7.22  -0.751
C: -3.14 1.47 5.93  -0.128
C: -2.95 2.32 2.97  0.604
C: -4.05 2.31 2.01  -0.113
C: -4.69 3.51 1.69  -0.586
C: -4.35 4.72 2.35  -0.504
C: -3.20 4.75 3.17  -0.620
C: -2.53 3.55 3.49  -0.426
H: -2.61 -2.04 -0.60  0.411
H: -4.61 -3.05 0.29  0.384
H: -5.49 -2.29 2.58  0.398
H: -4.31 -0.57 3.81  0.406
H: -1.39 -1.32 5.09  0.452
H: -2.70 -2.12 7.29  0.367
H: -3.93 -0.51 8.50  0.327
H: -4.19 1.92 7.76  0.303
H: -3.46 2.41 5.50  0.335
H: -4.35 1.35 1.52  0.161
H: -5.59 3.52 1.03  0.337
H: -4.89 5.66 2.17  0.334
H: -2.98 5.74 3.58  0.386
H: -1.68 3.57 4.23  0.349
N: -4.13 -1.30 -6.52  -0.502
C: -3.60 -0.68 -5.45  0.801
C: -3.61 0.73 -5.36  -0.627
C: -2.88 1.39 -4.41  -0.774
C: -2.13 0.67 -3.42  0.115
C: -2.11 -0.77 -3.46  -0.212
C: -2.94 -1.43 -4.44  -1.291
S: -1.14 1.63 -2.27  0.784
O: -1.56 1.12 -1.00  -0.289
O: -1.18 2.98 -2.74  -0.748
N: 0.46 1.05 -2.28  1.449
C: 1.13 1.55 -3.42  0.240
N: 0.55 1.49 -4.62  -0.436
C: 1.24 1.95 -5.68  -0.478
C: 2.41 2.64 -5.54  -0.910
C: 2.96 2.69 -4.24  -0.140
N: 2.35 2.11 -3.25  -0.123
H: -4.39 -0.77 -7.30  0.193
H: -3.87 -2.23 -6.75  0.204
H: -4.14 1.33 -6.09  0.301
H: -2.98 2.53 -4.26  0.304
H: -1.43 -1.36 -2.85  0.733
H: -3.08 -2.49 -4.35  0.463
H: 0.72 1.87 -6.59  0.541
H: 2.87 3.09 -6.39  0.440
H: 3.90 3.16 -4.01  0.510
C: 1.49 -2.70 -3.61  -1.129
O: 1.75 -2.02 -2.36  -0.150
Si: 3.30 -1.85 -1.64  0.278
C: 4.12 -3.46 -1.36  -1.232
C: 4.38 -1.06 -3.00  -0.771
C: 2.79 -0.84 -0.10  2.105
Si: 2.94 -2.02 1.34  1.261
C: 4.79 -2.16 1.64  -1.522
C: 2.11 -3.73 1.01  -1.455
C: 2.03 -1.66 2.98  -1.422
Si: 3.70 0.71 0.33  0.864
C: 4.33 0.77 2.13  -1.409
C: 5.10 1.30 -0.72  -0.952
C: 2.53 2.16 0.35  -1.116
H: 0.92 -3.61 -3.43  0.274
H: 2.42 -2.90 -4.17  0.347
H: 0.96 -1.98 -4.24  0.307
H: 4.34 -3.85 -2.38  0.433
H: 3.54 -4.15 -0.75  0.443
H: 5.15 -3.36 -0.89  0.304
H: 4.07 -1.26 -4.06  0.369
H: 5.47 -1.31 -2.82  0.301
H: 4.37 0.05 -2.83  -0.082
H: 5.40 -1.76 0.79  0.272
H: 4.95 -3.22 1.63  0.595
H: 5.16 -1.72 2.58  0.356
H: 1.25 -3.89 1.70  0.387
H: 2.95 -4.41 1.31  0.424
H: 1.80 -3.97 -0.02  0.336
H: 1.11 -2.27 3.03  0.280
H: 2.75 -1.97 3.80  0.375
H: 1.81 -0.62 3.10  0.341
H: 3.69 0.39 2.99  0.261
H: 4.51 1.82 2.39  0.501
H: 5.24 0.22 2.32  0.409
H: 5.90 0.51 -0.88  0.219
H: 5.38 2.25 -0.22  0.400
H: 4.73 1.61 -1.74  0.124
H: 1.63 1.92 0.87  0.319
H: 2.36 2.51 -0.70  0.143
H: 2.99 3.01 0.92  0.616

=====

[3]
Here is a molecular structure, C39H51N4O9SiV in a non-equilibrium geometry from OMol25. Energies are from ωB97M-V/def2-TZVPD.

**F_max**: 0.02190 Eh/bohr
**Spin multiplicity**: 2
**Orbital gap (alpha / beta)**: 6.790 / 7.180 eV
**HOMO level (alpha / beta)**: -10.53 / -10.53 eV
**⟨S²⟩**: 0.759
**ΔE to the lowest compared entry with this formula, charge and spin**: 1.4939 eV
**E_tot**: -99227.477 eV
**Total charge**: +1

Each line ends with the Löwdin spin population.
CARTESIAN COORDINATES (ANGSTROEM)
V: -0.08 -0.93 -0.12  0.993
O: -1.07 -1.54 -3.87  0.012
C: -0.48 -1.87 -2.88  0.004
O: -0.26 -1.01 -1.86  0.007
C: 0.15 -3.20 -2.58  0.000
C: 1.68 -3.07 -2.70  0.000
C: 2.44 -4.39 -2.63  0.000
C: 2.66 -4.58 -1.12  0.000
C: 2.09 -3.28 -0.53  0.000
O: 2.18 -2.34 -1.58  0.001
C: -0.29 -3.78 -1.19  0.000
C: -1.66 -3.16 -0.76  0.003
O: -2.71 -3.63 -1.12  0.010
O: -1.56 -2.10 0.02  0.009
H: -0.20 -3.88 -3.36  0.000
H: 1.91 -2.49 -3.60  0.000
H: 3.40 -4.26 -3.13  0.000
H: 1.93 -5.22 -3.10  0.000
H: 3.72 -4.66 -0.87  0.000
H: 2.16 -5.45 -0.71  0.000
H: 2.65 -2.88 0.32  0.000
H: -1.58 -5.40 -1.66  0.000
N: 2.99 -0.50 1.43  0.004
C: 3.86 0.05 0.50  0.000
C: 5.21 0.07 0.72  0.000
C: 6.10 0.63 -0.22  0.000
C: 5.62 1.17 -1.37  0.000
C: 4.23 1.14 -1.64  0.000
C: 3.71 1.66 -2.85  0.000
C: 2.38 1.59 -3.08  0.000
C: 1.55 0.98 -2.11  0.000
N: 1.98 0.46 -0.99  -0.003
C: 3.33 0.57 -0.72  0.000
H: 3.37 -0.53 2.37  0.000
H: 2.09 -0.02 1.43  0.001
H: 5.60 -0.33 1.64  0.000
H: 7.16 0.64 -0.01  0.000
H: 6.28 1.62 -2.10  0.000
H: 4.39 2.09 -3.57  0.000
H: 1.93 1.96 -3.99  0.000
H: 0.49 0.91 -2.30  0.000
C: -0.12 -6.38 -0.52  0.002
C: 0.24 -6.30 0.76  0.000
C: 0.30 -5.09 1.55  0.003
C: 0.45 -3.80 1.20  -0.001
N: 0.66 -3.30 -0.14  -0.005
C: -0.50 -5.30 -1.46  0.000
C: 0.40 -2.78 2.28  0.004
C: 0.43 -3.12 3.64  -0.001
C: 0.37 -2.14 4.60  0.005
C: 0.27 -0.81 4.20  -0.002
C: 0.24 -0.54 2.86  0.004
N: 0.31 -1.49 1.91  -0.003
H: -0.17 -7.37 -0.96  0.000
H: 0.43 -7.22 1.29  0.000
H: 0.16 -5.29 2.60  0.000
H: -0.03 -5.55 -2.41  0.000
H: 0.52 -4.14 3.95  0.000
H: 0.39 -2.41 5.65  0.000
H: 0.20 -0.01 4.92  0.000
H: 0.15 0.48 2.50  0.000
C: -3.50 0.52 -1.57  0.000
C: -4.10 1.27 -0.40  0.000
C: -5.10 0.41 0.36  0.000
C: -4.72 2.59 -0.84  0.000
O: -3.06 1.60 0.57  -0.002
Si: -1.53 2.02 0.41  -0.003
O: -0.63 0.56 0.37  -0.043
O: -1.18 2.78 -0.96  -0.001
C: -0.63 4.08 -1.27  0.000
C: 0.74 4.23 -0.62  0.000
C: -1.59 5.14 -0.74  0.000
C: -0.55 4.14 -2.79  0.000
O: -0.98 2.79 1.72  -0.001
C: -1.56 3.42 2.88  0.000
C: -2.93 3.98 2.55  0.000
C: -1.65 2.39 3.98  0.000
C: -0.59 4.54 3.25  0.000
H: -4.28 0.32 -2.31  0.000
H: -3.09 -0.43 -1.25  0.000
H: -2.72 1.11 -2.07  0.000
H: -5.93 0.14 -0.29  0.000
H: -5.48 0.94 1.22  0.000
H: -4.62 -0.51 0.69  0.000
H: -5.56 2.40 -1.52  0.000
H: -3.99 3.20 -1.37  0.000
H: -5.09 3.15 0.01  0.000
H: 0.65 4.37 0.45  0.000
H: 1.26 5.09 -1.04  0.000
H: 1.35 3.35 -0.80  0.000
H: -1.66 5.09 0.34  0.000
H: -2.58 5.00 -1.17  0.000
H: -1.23 6.13 -1.01  0.000
H: -0.05 3.26 -3.18  0.000
H: 0.00 5.02 -3.11  0.000
H: -1.55 4.18 -3.23  0.000
H: -3.63 3.19 2.28  0.000
H: -2.88 4.69 1.73  0.000
H: -3.32 4.50 3.42  0.000
H: -2.19 1.51 3.65  0.000
H: -2.17 2.80 4.85  0.000
H: -0.65 2.10 4.31  0.000
H: -0.60 5.32 2.49  0.000
H: 0.42 4.15 3.34  0.000
H: -0.88 4.99 4.20  0.000

=====

[4]
Here is 9 unconnected molecules or ions with the total composition C39H51N5O21 in a non-equilibrium geometry from OMol25. Energies are from ωB97M-V/def2-TZVPD.

**F_max**: 0.09939 Eh/bohr
**Orbital gap**: 6.835 eV
**HOMO level**: -9.09 eV
**ΔE to the lowest compared entry with this formula, charge and spin**: 0.0000 eV
**SMILES**: O=C1C=C(O)C(=O)C=C1O.O=C1C=C(O)C(=O)C=C1O.O=C1C=C(O)C(=O)C=C1O.O=C1C=C(O)C(=O)C=C1O.CN(C)C=O.CN(C)C=O.CN(C)C=O.CN(C)C=O.CN(C)C=O
**E_tot**: -91711.186 eV

Each line ends with the Mulliken charge.
CARTESIAN COORDINATES (ANGSTROEM)
O: 3.43 -3.60 6.14  -0.603
C: 3.04 -2.74 5.35  0.442
C: 3.73 -2.18 4.17  -0.828
C: 3.30 -1.08 3.42  0.445
O: 4.03 -0.62 2.37  -0.636
C: 1.94 -0.45 3.68  0.327
O: 1.39 0.44 2.98  -0.668
C: 1.31 -1.01 4.84  -0.483
C: 1.82 -1.99 5.64  0.884
O: 1.12 -2.33 6.77  -0.523
H: 4.69 -2.60 3.93  0.485
H: 3.45 -0.09 1.82  0.257
H: 0.33 -0.58 4.96  0.315
H: 0.25 -2.02 6.50  0.299
O: -2.56 -2.94 0.88  -0.303
C: -3.77 -2.84 0.75  0.793
C: -4.78 -3.34 1.71  -1.247
C: -6.12 -3.24 1.56  0.434
O: -6.98 -3.80 2.43  -0.570
C: -6.78 -2.56 0.38  0.763
O: -7.94 -2.51 0.16  -0.562
C: -5.75 -2.05 -0.52  -0.819
C: -4.42 -2.07 -0.34  0.568
O: -3.54 -1.53 -1.15  -0.438
H: -4.41 -3.84 2.60  0.459
H: -7.79 -3.61 1.95  0.322
H: -6.20 -1.57 -1.37  0.429
H: -2.63 -1.81 -1.05  0.117
O: -1.10 6.03 0.40  -0.583
C: -1.53 5.79 -0.74  0.545
C: -0.93 4.65 -1.57  -0.489
C: -1.25 4.27 -2.79  0.249
O: -0.82 3.07 -3.29  -0.309
C: -2.23 5.17 -3.60  0.429
O: -2.51 5.03 -4.81  -0.619
C: -2.83 6.30 -2.79  -1.003
C: -2.53 6.49 -1.46  0.781
O: -3.24 7.29 -0.66  -0.441
H: -0.27 4.11 -0.91  0.489
H: -1.06 3.01 -4.22  0.307
H: -3.52 6.89 -3.38  0.345
H: -3.97 7.67 -1.16  0.316
O: 3.74 -1.71 -6.44  -0.649
C: 3.63 -1.75 -5.21  0.473
C: 3.79 -0.59 -4.34  -0.722
C: 3.53 -0.58 -2.97  0.192
O: 3.68 0.65 -2.31  -0.573
C: 3.04 -1.73 -2.24  1.081
O: 2.76 -1.75 -1.07  -0.281
C: 3.23 -2.97 -3.05  -1.225
C: 3.51 -2.99 -4.38  0.804
O: 3.79 -4.12 -5.06  -0.576
H: 3.82 0.30 -4.95  0.394
H: 3.27 0.56 -1.45  0.159
H: 3.22 -3.90 -2.50  0.451
H: 4.09 -3.80 -5.92  0.330
C: 1.28 -4.40 0.39  -0.686
N: 1.27 -4.53 1.86  0.370
C: 2.32 -5.41 2.35  -1.045
C: 0.27 -3.98 2.61  0.328
O: 0.09 -4.35 3.78  -0.669
H: 2.30 -4.38 -0.01  0.358
H: 0.94 -3.45 -0.01  -0.138
H: 0.85 -5.25 -0.14  0.360
H: 2.22 -6.44 2.01  0.335
H: 3.24 -5.11 1.86  0.353
H: 2.41 -5.40 3.43  0.322
H: -0.45 -3.33 2.09  0.171
C: -1.08 1.05 -0.27  -0.127
N: 0.22 0.49 0.20  0.989
C: 0.24 -0.93 0.53  -0.239
C: 1.33 1.27 0.12  -0.271
O: 2.47 0.86 0.31  -0.102
H: -0.92 1.84 -1.01  -0.590
H: -1.69 1.58 0.45  0.519
H: -1.61 0.29 -0.85  -0.111
H: -0.22 -1.54 -0.24  0.111
H: 1.25 -1.34 0.63  -0.024
H: -0.32 -1.18 1.43  -0.023
H: 1.04 2.28 -0.21  0.285
C: 0.19 -2.21 -5.89  -1.062
N: -0.09 -1.82 -4.52  0.610
C: -0.36 -0.40 -4.37  -0.902
C: -0.54 -2.71 -3.55  -0.250
O: -1.06 -2.41 -2.47  -0.575
H: 0.41 -3.27 -6.02  0.326
H: 1.13 -1.79 -6.22  0.349
H: -0.56 -1.98 -6.64  0.348
H: 0.57 0.16 -4.47  0.349
H: -1.25 -0.11 -4.92  0.414
H: -0.73 -0.03 -3.41  -0.075
H: -0.34 -3.77 -3.76  0.394
C: -4.43 2.46 4.06  -1.064
N: -4.18 1.89 2.70  0.297
C: -3.58 0.64 2.57  -1.097
C: -4.59 2.67 1.67  0.014
O: -4.44 2.36 0.53  -0.548
H: -3.52 2.83 4.52  0.338
H: -4.63 1.66 4.78  0.336
H: -5.30 3.10 4.19  0.406
H: -2.50 0.80 2.69  0.483
H: -4.02 -0.12 3.21  0.418
H: -3.61 0.20 1.58  0.152
H: -4.95 3.66 2.02  0.338
C: 3.42 3.99 0.73  -1.170
N: 4.55 4.73 1.28  0.149
C: 5.36 5.43 0.31  -0.997
C: 4.80 4.80 2.56  0.232
O: 5.61 5.46 3.11  -0.565
H: 2.74 4.64 0.17  0.397
H: 2.66 3.56 1.39  0.321
H: 3.77 3.20 0.06  0.370
H: 5.70 4.68 -0.40  0.327
H: 4.70 5.95 -0.40  0.320
H: 6.02 6.16 0.78  0.332
H: 4.10 4.16 3.12  0.275